Entry from the Open Molecules 2025 dataset: a structure of composition C49H60BrCoN2O3SSi (the ωB97M-V functional and the def2-TZVPD basis).

Properties
- LUMO level (spin up / spin down) (eV) = 2.32 / 2.32
- HOMO level (spin up / spin down) (eV) = -3.452 / -3.969
- charge = -1
- Kohn-Sham gap (spin up / spin down) (eV) = 5.8 / 6.3
- 2S+1 = 2
- ⟨S²⟩ = 0.770
- energy relative to the best compared isomer or geometry (same formula, charge and spin) (kcal/mol) = 5.8

Positions of all 118 atoms, in Å:
Co 0.15128 -1.06184 1.70834
C 4.27602 2.11925 -2.70086
O 4.19578 0.78690 -3.15568
C 3.37712 -0.04677 -2.45160
C 3.35739 -1.38481 -2.89658
C 2.54530 -2.28362 -2.26334
C 1.74591 -1.93280 -1.15583
C 0.89630 -2.90324 -0.51706
C 0.51969 -4.15785 -1.28439
O 0.44393 -2.79781 0.62789
C 1.77076 -0.56957 -0.68932
O 1.05262 -0.12062 0.25520
C 2.61017 0.35057 -1.39029
H 4.96965 2.62896 -3.36675
H 4.65011 2.16965 -1.67435
H 3.30575 2.62314 -2.74580
H 3.99567 -1.67059 -3.72240
H 2.54106 -3.31205 -2.60603
H 0.21831 -3.90751 -2.30156
H -0.30629 -4.64244 -0.76809
H 1.36259 -4.85208 -1.33586
H 2.59207 1.36716 -1.02160
C -3.02981 -2.03052 -1.27318
C -3.94931 -2.65560 -0.43732
C -3.74578 -2.60588 0.92659
C -2.64325 -1.91682 1.44679
N -1.79296 -1.26958 0.62632
C -1.97676 -1.35371 -0.68722
C -2.28005 -1.92461 2.86682
C -3.21872 -2.24872 3.85447
C -2.84489 -2.33418 5.18059
C -1.51694 -2.09903 5.52548
C -0.59405 -1.74761 4.55254
C -0.93166 -1.63246 3.19678
H -3.13164 -2.07073 -2.35014
H -4.79703 -3.19046 -0.84829
H -4.40803 -3.13772 1.59588
H -1.23402 -0.84839 -1.29804
H -4.25744 -2.41352 3.58248
H -3.58242 -2.57455 5.93795
H -1.20625 -2.17459 6.56295
H 0.42526 -1.53992 4.86580
C 4.58878 -5.05217 0.17311
C 4.55339 -5.32135 1.68767
C 3.32750 -6.18595 2.01545
C 5.81350 -6.09616 2.08036
C 4.46240 -3.97175 2.40469
C 5.52187 -3.43084 3.14394
C 5.42945 -2.17696 3.73610
C 4.26492 -1.44973 3.57696
S 3.83249 0.13796 4.15573
C 2.26642 -0.01000 3.34446
N 2.10477 -1.14625 2.73166
C 3.18772 -1.96784 2.83475
C 3.29741 -3.23209 2.26389
C 1.22256 0.97889 3.33859
C 1.36122 2.23772 3.93751
C 0.32458 3.14606 3.87396
C -0.86047 2.79120 3.23153
C -1.00105 1.53586 2.65345
C 0.03186 0.59974 2.66888
H 4.72710 -5.98425 -0.38236
H 5.40908 -4.37524 -0.07450
H 3.66180 -4.57788 -0.15350
H 3.41861 -7.16480 1.53771
H 2.40654 -5.72564 1.65907
H 3.23311 -6.32882 3.09371
H 5.82025 -7.07381 1.59543
H 5.85398 -6.24380 3.16146
H 6.70921 -5.55647 1.76716
H 6.44498 -3.98000 3.26780
H 6.26094 -1.77839 4.30463
H 2.44771 -3.59196 1.70125
H 2.29030 2.49786 4.43866
H 0.42998 4.12814 4.32034
H -1.67811 3.50471 3.18176
H -1.94043 1.27471 2.17312
C -4.30353 1.64871 -0.74929
C -3.97750 2.25025 -2.12685
C -5.13026 3.16383 -2.56999
C -3.89991 1.07761 -3.11418
Si -2.29857 3.20549 -2.07240
Br -0.83190 1.99837 -0.86460
C -1.45357 3.35532 -3.81518
C -0.20976 4.24923 -3.70056
C -0.96824 1.98985 -4.32952
C -2.39967 3.96207 -4.86128
C -2.42794 4.88992 -1.11736
C -3.00108 5.99166 -2.02227
C -3.33033 4.74506 0.11654
C -1.05784 5.34934 -0.59379
H -5.22133 1.05509 -0.82523
H -4.46484 2.40927 0.01375
H -3.50892 0.98330 -0.40641
H -6.05719 2.58266 -2.61673
H -4.94956 3.58674 -3.56186
H -5.29328 3.98767 -1.87445
H -4.82224 0.49072 -3.04713
H -3.06787 0.41496 -2.87295
H -3.80014 1.41627 -4.14697
H 0.48194 3.85889 -2.95142
H -0.46549 5.27816 -3.44116
H 0.31495 4.27129 -4.66179
H -0.32891 1.48808 -3.60242
H -0.37699 2.14181 -5.23926
H -1.79092 1.32266 -4.58183
H -2.74591 4.95550 -4.56713
H -3.27514 3.32969 -5.02331
H -1.87845 4.05700 -5.81992
H -3.96606 5.70615 -2.44930
H -2.32018 6.22614 -2.84290
H -3.14838 6.90873 -1.44200
H -4.37116 4.55503 -0.14735
H -3.30258 5.67581 0.69342
H -2.97954 3.94189 0.76865
H -0.31368 5.44311 -1.38424
H -0.66798 4.66113 0.15530
H -1.16986 6.33147 -0.12038

Here are the Mulliken charges for atoms 1 to 6, given in e:
1. Co 0.06
2. C -0.49
3. O -0.48
4. C 1.08
5. C -1.22
6. C -0.52